Formula: CH3Cl2NOS
Source: OMol25
Level of theory: wB97M-V/def2-TZVPD

Cartesian coordinates (Å):
C -1.40101 0.61016 -0.85884
N 2.43172 -1.51182 0.77009
O -0.38199 -0.20265 1.51670
S -0.93214 1.02305 0.81587
Cl -0.14745 0.06882 -1.97385
Cl 1.75744 -0.63374 1.85852
H -2.18430 -0.15345 -0.89115
H -1.66686 1.64195 -1.28722
H 2.52460 -0.84231 0.04989

- Frontier orbital gap (alpha / beta): 8.9 / 7.2 eV
- Energy above the lowest of the compared OMol25 structures with the same formula, charge and spin: 55.94 kcal per mole
- Energy: -40498.4555 eV
- Strongest force on any atom: 0.060 hartree/bohr
- HOMO (alpha / beta): -9.276 / -8.748 eV

***

Formula: CH3Cl2OPS
Source: OMol25
Level of theory: wB97M-V/def2-TZVPD

Cartesian coordinates (Å):
C 1.24335 0.12794 -0.24001
O 0.29313 1.09436 0.05978
P -1.14058 1.12832 -0.69003
S -1.45229 -3.29397 0.78680
Cl -1.65908 -1.30749 0.64758
Cl -1.87679 2.65621 0.36447
H 1.41597 -0.00858 -1.31327
H 0.95439 -0.80790 0.13585
H 2.22190 0.41111 0.24883

- Frontier orbital gap (alpha / beta): 8.4 / 4.9 eV
- Energy above the lowest of the compared OMol25 structures with the same formula, charge and spin: 102.01 kcal per mole
- Energy: -48300.2290 eV
- Strongest force on any atom: 0.046 hartree/bohr
- HOMO (alpha / beta): -9.462 / -7.467 eV

***

Formula: CH3Cl2OPS
Source: OMol25
Level of theory: wB97M-V/def2-TZVPD

Cartesian coordinates (Å):
C 0.62131 0.87919 1.05468
O 2.78381 -0.80081 0.93626
P 2.09736 0.23336 0.16118
S 2.64559 1.27632 -1.39293
Cl 1.58101 1.95161 2.10359
Cl -0.94018 -1.06821 -1.27960
H 0.00350 0.04694 1.28930
H 0.08107 1.65102 0.44893
H -0.39997 -0.52341 -2.40290

- Frontier orbital gap: 9.3 eV
- Energy above the lowest of the compared OMol25 structures with the same formula, charge and spin: 56.82 kcal per mole
- Energy: -48302.1887 eV
- Strongest force on any atom: 0.065 hartree/bohr
- HOMO: -9.957 eV

***

Formula: CH3Cl2P
Source: OMol25
Level of theory: wB97M-V/def2-TZVPD

Cartesian coordinates (Å):
C 1.46543 0.07152 -0.13500
P -3.68650 -0.00993 -0.50454
Cl -0.09318 -0.48584 -0.66744
Cl -2.98501 -0.11365 1.31924
H 2.26872 -0.41449 -0.52237
H 1.73849 1.15536 -0.35313
H 1.29204 -0.20297 0.86325

- Frontier orbital gap (alpha / beta): 7.0 / 7.0 eV
- Energy above the lowest of the compared OMol25 structures with the same formula, charge and spin: 81.47 kcal per mole
- Energy: -35417.0029 eV
- Strongest force on any atom: 0.061 hartree/bohr
- HOMO (alpha / beta): -8.122 / -8.103 eV

***

Question: Number 2 is which compound?
Answer: CH3Cl2OPS